The following is a DFT calculation (ωB97M-V/def2-TZVPD) of 6 unconnected molecules or ions with the total composition C33H56BrClFNO20.

ORCA input file:
```
! RIJCOSX wB97M-V def2-TZVPD def2/J DEFGRID3
* xyz 0 1
C 8.342 2.997 -0.708
C 7.667 2.261 -2.049
O 8.474 1.912 -3.065
N 6.170 2.049 -1.998
C 5.444 2.675 -3.168
C 5.521 2.205 -4.737
O 4.656 3.747 -2.879
C 5.785 0.605 -1.766
O 4.704 -0.014 -2.552
C 4.502 -1.356 -1.921
O 4.472 -2.574 -2.468
C 4.390 -0.891 -0.322
F 2.933 -1.018 -0.093
C 5.120 -2.136 0.512
C 5.645 -1.638 2.005
O 4.912 -0.825 2.815
Br 7.444 -2.189 2.793
C 5.114 0.579 -0.234
C 4.212 1.940 -0.083
C 3.114 1.887 1.161
C 1.624 2.013 0.444
Cl 1.341 3.738 -0.263
H 9.339 3.561 -0.950
H 8.572 2.122 0.055
H 7.548 3.690 -0.150
H 5.144 3.125 -5.386
H 4.678 1.372 -4.876
H 6.563 1.787 -5.071
H 6.676 -0.174 -1.704
H 6.035 -2.590 -0.075
H 4.317 -3.001 0.650
H 6.085 0.696 0.447
H 3.619 2.076 -1.109
H 4.862 2.919 0.124
H 3.255 0.877 1.735
H 3.264 2.847 1.841
H 1.674 1.296 -0.508
H 0.763 1.726 1.183
C -4.667 1.903 4.611
C -3.802 1.961 3.364
O -2.537 1.325 3.587
C -2.551 -0.029 3.566
O -3.528 -0.737 3.373
O -1.294 -0.469 3.829
C -1.190 -1.887 3.937
H -4.130 2.314 5.472
H -5.593 2.467 4.467
H -4.930 0.872 4.865
H -3.592 3.008 3.119
H -4.310 1.523 2.497
H -1.605 -2.386 3.055
H -1.694 -2.228 4.847
H -0.130 -2.145 4.011
C -11.323 3.670 2.806
C -10.458 3.728 1.559
O -9.193 3.092 1.782
C -9.207 1.737 1.761
O -10.184 1.029 1.568
O -7.950 1.298 2.024
C -7.846 -0.120 2.132
H -10.786 4.080 3.667
H -12.249 4.234 2.662
H -11.586 2.638 3.059
H -10.248 4.775 1.313
H -10.966 3.290 0.692
H -8.261 -0.619 1.250
H -8.350 -0.461 3.042
H -6.786 -0.378 2.206
C 3.334 -3.150 -5.558
C 4.759 -3.593 -5.839
O 4.982 -3.739 -7.247
C 5.161 -2.584 -7.934
O 5.151 -1.457 -7.464
O 5.320 -2.894 -9.246
C 5.417 -1.756 -10.099
H 2.619 -3.828 -6.035
H 3.140 -3.128 -4.482
H 3.141 -2.151 -5.961
H 4.927 -4.577 -5.388
H 5.492 -2.908 -5.398
H 6.197 -1.067 -9.759
H 4.449 -1.247 -10.151
H 5.679 -2.104 -11.102
C -17.679 5.140 1.429
C -16.814 5.198 0.182
O -15.549 4.562 0.405
C -15.563 3.208 0.384
O -16.540 2.500 0.191
O -14.306 2.768 0.647
C -14.202 1.350 0.755
H -17.142 5.550 2.290
H -18.605 5.704 1.285
H -17.942 4.108 1.682
H -16.604 6.245 -0.064
H -17.322 4.760 -0.685
H -14.617 0.851 -0.127
H -14.706 1.009 1.665
H -13.142 1.092 0.829
C 13.133 -6.628 1.713
C 12.376 -5.316 1.607
O 10.979 -5.507 1.867
C 10.641 -5.645 3.172
O 11.407 -5.618 4.122
O 9.301 -5.854 3.240
C 8.826 -6.118 4.558
H 12.679 -7.388 1.069
H 14.180 -6.496 1.426
H 13.105 -7.021 2.735
H 12.458 -4.934 0.584
H 12.794 -4.551 2.271
H 9.139 -5.338 5.260
H 9.177 -7.100 4.890
H 7.733 -6.134 4.528
*
```

Values from the calculation:
HOMO energy in hartree: -0.38213
Orbital gap in eV: 9.39
Calculated total energy in Eh: -5984.35090
Max |F| in eV/A: 9.59
SMILES: CC(=O)N(C(C)=O)[C@@H]1OC(=O)[C@@](F)(CC(=O)Br)[C@@H]1CCCCl.CCOC(=O)OC.CCOC(=O)OC.CCOC(=O)OC.CCOC(=O)OC.CCOC(=O)OC
LUMO in eV: -1.01

These are the Löwdin partial charges, in e, on atoms 1 to 5:
1. C -0.02
2. C -0.24
3. O -0.01
4. N -0.01
5. C -0.24